{
  "formula": "C16H26BrF2N2O4PS",
  "method": "wB97M-V/def2-TZVPD",
  "symbols": ["C", "C", "S", "C", "C", "C", "C", "C", "O", "C", "O", "N", "C", "Br", "P", "C", "C", "C", "C", "C", "N", "C", "O", "F", "C", "O", "F", "H", "H", "H", "H", "H", "H", "H", "H", "H", "H", "H", "H", "H", "H", "H", "H", "H", "H", "H", "H", "H", "H", "H", "H", "H", "H"],
  "positions_angstrom": [[5.262187, 0.080114, 0.223193], [4.786971, 1.327799, -0.517213], [2.985793, 1.566074, -0.560035], [2.423828, 0.006295, -1.284546], [0.922483, -0.244404, -1.138078], [0.664904, -1.660102, -1.805622], [0.378650, -2.864776, -0.919546], [-0.665359, -3.780357, -1.580759], [1.610856, -3.594698, -0.897212], [0.247754, 0.723658, -2.139924], [0.618138, 0.991583, -3.247477], [-0.948213, 1.239975, -1.571902], [-1.227796, 0.556472, -0.324251], [-2.357131, -1.004375, -0.794888], [-2.271629, 1.732491, 0.688099], [-3.359642, 0.833910, 1.845923], [-2.891881, 0.907601, 3.311013], [-3.309832, 2.704244, -0.491918], [-4.813875, 2.432727, -0.408061], [0.214239, 0.235914, 0.129998], [0.425874, -0.426897, 1.435106], [0.270704, 0.379110, 2.591625], [0.143826, -0.103500, 3.697533], [0.333269, 1.681655, 2.409187], [1.701628, -1.042821, 1.622401], [2.679438, -0.462173, 2.039879], [1.737994, -2.333098, 1.370126], [5.868986, -0.566127, -0.394085], [4.434701, -0.500677, 0.596059], [5.851737, 0.350937, 1.085291], [5.183239, 2.230904, -0.087295], [5.129232, 1.283188, -1.543005], [2.969307, -0.840007, -0.883611], [2.634006, 0.024010, -2.342861], [-0.088870, -1.550681, -2.564698], [1.571276, -1.893698, -2.339972], [0.096412, -2.610747, 0.089192], [-1.355541, -3.236186, -2.198680], [-1.208400, -4.376019, -0.858216], [-0.115072, -4.458938, -2.214963], [1.561068, -4.261073, -0.213939], [-0.857187, 2.242947, -1.475345], [-4.361688, 1.229260, 1.835338], [-3.475631, -0.215312, 1.606707], [-2.465871, -0.030372, 3.627558], [-3.718759, 1.116231, 3.975221], [-2.145757, 1.673335, 3.464150], [-3.119545, 3.754546, -0.342384], [-3.019314, 2.498486, -1.512158], [-5.318992, 2.894822, -1.242893], [-4.975958, 1.367324, -0.505987], [-5.234976, 2.742492, 0.533833], [0.598420, 1.248939, 0.224091]],
  "forces_ev_per_angstrom": [[-0.1, 0.2, 0.2], [-0.2, -0.7, -0.5], [-0.1, 0.2, 0.3], [0.4, 0.1, 0.6], [-0.1, -0.4, -1.7], [0.0, 0.5, 0.9], [-0.1, -0.8, -1.1], [0.3, 0.1, 0.3], [0.4, 0.3, 0.1], [-0.4, 0.1, 0.0], [0.1, 0.0, 0.3], [0.6, -0.3, -0.2], [-0.9, 0.2, -0.5], [0.1, -0.3, 0.1], [1.1, 1.5, 1.0], [0.0, -0.6, 0.5], [0.1, 0.0, -0.1], [-0.8, -0.7, -0.3], [0.5, -0.5, -0.2], [-0.1, 0.1, 0.3], [0.2, 0.1, -0.3], [-0.3, -1.3, 2.8], [0.3, 1.1, -2.3], [-0.1, 0.0, -0.3], [2.1, 1.2, 1.1], [-2.0, -1.3, -0.7], [-0.1, 0.2, 0.1], [0.2, -0.1, -0.3], [-0.2, -0.2, 0.1], [0.2, 0.1, 0.3], [0.0, 0.4, 0.2], [0.1, 0.2, -0.3], [0.2, -0.1, 0.3], [0.0, 0.0, -0.4], [-0.5, 0.0, -0.1], [0.3, -0.1, -0.2], [-0.3, 0.2, 0.1], [-0.4, 0.2, -0.1], [-0.2, -0.1, 0.2], [0.1, -0.2, -0.3], [0.0, -0.3, 0.2], [-0.4, 0.3, -0.2], [-0.3, 0.4, -0.5], [0.0, -0.2, -0.4], [0.2, -0.3, 0.1], [-0.3, 0.1, 0.1], [0.2, 0.3, 0.1], [0.3, 0.3, 0.3], [0.3, -0.2, -0.3], [-0.3, 0.4, -0.1], [-0.2, -0.3, 0.0], [-0.3, 0.3, 0.2], [0.2, 0.2, 0.3]],
  "smiles": "CCSC[C@]1(C[C@@H](C)O)C(=O)N[C@](Br)(P(CC)CC)[C@H]1N(C(=O)F)C(=O)F",
  "e_tot_ha": -4548.98496,
  "largest_force_ev_per_a": 3.13
}

{
  "formula": "C16H26Cl2F3FeGeN3O2",
  "method": "wB97M-V/def2-TZVPD",
  "symbols": ["Fe", "F", "C", "F", "F", "C", "O", "O", "N", "N", "H", "H", "H", "H", "Cl", "C", "C", "C", "C", "C", "Cl", "C", "N", "H", "H", "H", "C", "C", "C", "C", "Ge", "C", "C", "C", "C", "H", "H", "H", "H", "H", "H", "H", "H", "H", "H", "H", "H", "H", "H", "H", "H", "H", "H", "H"],
  "positions_angstrom": [[-0.598527, 0.376637, 0.482621], [-0.788223, -3.286592, -1.976399], [-1.765479, -2.369362, -1.966247], [-1.925579, -1.906492, -3.201884], [-2.889425, -2.948945, -1.567709], [-1.356597, -1.238542, -1.011777], [-1.757364, -1.233686, 0.184255], [-0.564063, -0.339514, -1.423956], [-1.952771, 1.824299, 0.108855], [-0.798283, 2.648482, 0.344091], [-2.457501, 2.059522, -0.741037], [-2.587624, 1.910668, 0.895261], [-1.007932, 3.509976, 0.835464], [-0.354730, 2.865335, -0.540878], [2.814012, -3.241386, 1.156126], [1.602285, -2.712627, 2.248017], [1.337559, -3.527663, 3.330669], [0.353313, -3.192317, 4.247233], [-0.368869, -2.012627, 4.091982], [-0.106743, -1.221090, 3.006813], [-0.935200, 0.309044, 2.926123], [0.861598, -1.512823, 1.998884], [0.980404, -0.673512, 0.960865], [1.907884, -4.438407, 3.445295], [0.154159, -3.839955, 5.089495], [-1.114661, -1.715163, 4.815411], [4.636477, 1.920884, -3.916886], [3.404501, 1.423417, -3.174337], [3.357848, 1.902382, -1.727137], [2.142092, 1.367425, -0.953533], [2.422882, -0.475654, -0.334425], [2.324579, -1.806037, -1.768695], [3.708961, -2.319133, -2.171347], [3.669534, -3.211388, -3.412466], [3.417306, -2.431966, -4.697901], [4.629471, 1.598830, -4.958119], [5.551326, 1.541410, -3.457150], [4.688861, 3.011269, -3.906657], [3.375688, 0.330197, -3.209014], [2.496741, 1.757351, -3.687449], [3.342048, 2.995967, -1.719303], [4.287463, 1.620773, -1.219922], [1.261501, 1.382284, -1.602601], [1.941185, 1.992600, -0.079098], [3.699758, -0.507218, 0.513370], [1.819430, -1.314500, -2.602402], [1.685321, -2.635439, -1.464347], [4.154546, -2.863692, -1.334327], [4.386385, -1.478576, -2.364308], [2.891559, -3.970036, -3.280263], [4.613671, -3.754001, -3.493128], [2.451621, -1.922119, -4.682066], [3.421372, -3.089691, -5.566662], [4.190730, -1.675201, -4.850904]],
  "forces_ev_per_angstrom": [[-0.2, 0.1, 0.7], [0.0, 0.0, 0.0], [0.0, 0.0, 0.0], [0.0, 0.0, 0.0], [0.0, 0.0, 0.0], [0.3, 0.5, 0.3], [0.4, -0.1, -0.6], [-0.4, -0.3, 0.2], [-0.1, -0.1, 0.2], [0.3, -0.3, -0.1], [0.0, 0.0, 0.0], [-0.1, 0.1, -0.1], [0.0, 0.0, 0.0], [-0.1, 0.1, -0.1], [0.0, 0.0, -0.1], [0.0, -0.1, 0.0], [0.0, 0.0, 0.0], [0.0, 0.0, 0.0], [0.0, 0.1, 0.0], [-0.1, -0.1, 0.4], [0.0, 0.2, -0.5], [0.1, 0.3, -0.1], [-0.1, -0.3, -0.2], [0.0, 0.0, 0.0], [0.0, 0.0, 0.0], [0.0, 0.0, 0.0], [0.0, 0.0, 0.0], [0.0, 0.0, 0.0], [0.0, 0.0, 0.0], [0.1, -0.1, 0.0], [-0.2, 0.0, 0.0], [0.0, 0.1, 0.1], [0.0, 0.0, 0.0], [0.0, 0.0, 0.0], [0.0, 0.0, 0.0], [0.0, 0.0, 0.0], [0.0, 0.0, 0.0], [0.0, 0.0, 0.0], [0.0, 0.0, 0.0], [0.0, 0.0, 0.0], [0.0, 0.0, 0.0], [0.0, 0.0, 0.0], [0.0, 0.0, 0.0], [0.0, 0.0, 0.0], [0.0, 0.0, 0.0], [0.0, 0.0, 0.0], [0.0, 0.0, 0.0], [0.0, 0.0, 0.0], [0.0, 0.0, 0.0], [0.0, 0.0, 0.0], [0.0, 0.0, 0.0], [0.0, 0.0, 0.0], [0.0, 0.0, 0.0], [0.0, 0.0, 0.0]],
  "spin_multiplicity": 2,
  "s_squared": 1.243,
  "e_tot_ha": -5500.39771,
  "largest_force_ev_per_a": 0.72,
  "charge": 1
}

{
  "formula": "C16H26Cl6O6",
  "method": "wB97M-V/def2-TZVPD",
  "symbols": ["O", "C", "C", "C", "O", "C", "O", "C", "C", "O", "H", "H", "H", "H", "Cl", "C", "Cl", "Cl", "H", "Cl", "C", "Cl", "Cl", "H", "C", "C", "O", "C", "C", "H", "H", "H", "H", "H", "H", "H", "H", "H", "H", "C", "C", "O", "C", "C", "H", "H", "H", "H", "H", "H", "H", "H", "H", "H"],
  "positions_angstrom": [[3.904862, 13.330642, -0.618637], [4.388659, 12.788502, 0.367603], [5.435994, 13.544541, 1.090741], [5.932302, 13.118076, 2.259666], [6.624111, 13.987403, 3.080341], [5.432127, 11.823562, 2.931668], [5.742499, 11.484899, 4.072009], [4.640798, 11.023734, 2.035920], [4.042373, 11.478858, 0.962958], [3.144477, 10.675015, 0.250164], [5.815553, 14.517104, 0.814228], [7.188540, 13.472283, 3.661424], [4.517616, 9.997581, 2.349369], [2.657317, 11.217658, -0.374190], [0.888722, 0.742154, -0.741789], [0.746347, 2.448961, -0.466499], [0.009810, 3.159610, -1.947751], [2.168773, 3.223562, 0.096097], [0.001526, 2.624477, 0.309740], [-4.450230, 6.661386, 7.639346], [-2.711348, 6.455315, 7.701245], [-1.807625, 7.974665, 7.779981], [-2.219511, 5.555010, 6.244581], [-2.556765, 5.846829, 8.592274], [0.764843, -7.898781, 1.026132], [0.523417, -9.324811, 1.554128], [-0.693833, -9.836850, 1.134218], [-0.890016, -11.178396, 1.511790], [-2.187556, -11.678434, 0.913672], [1.569574, -7.376464, 1.543528], [0.988834, -7.890391, -0.040572], [-0.137800, -7.293179, 1.107215], [1.387876, -9.923864, 1.267860], [0.522101, -9.284274, 2.643376], [-0.112308, -11.772106, 1.031402], [-0.833813, -11.246142, 2.598229], [-2.178639, -12.762016, 1.031409], [-2.247756, -11.390561, -0.135900], [-3.073345, -11.357714, 1.461966], [-2.977068, -6.783831, -5.683091], [-2.888606, -5.529107, -4.804767], [-3.670393, -4.494106, -5.315639], [-3.548716, -3.241057, -4.720196], [-4.699515, -2.355680, -5.199137], [-2.591933, -6.622495, -6.689938], [-2.487358, -7.691820, -5.331195], [-3.971068, -7.156958, -5.929781], [-3.367029, -5.694760, -3.839497], [-1.840935, -5.259404, -4.671543], [-3.400087, -3.223698, -3.640511], [-2.661532, -2.758931, -5.130755], [-5.672421, -2.704659, -4.853039], [-4.633049, -2.017701, -6.233276], [-4.528793, -1.403639, -4.696577]],
  "forces_ev_per_angstrom": [[-0.5, -1.7, 0.6], [1.0, 2.7, -0.3], [0.7, -0.5, 1.1], [-0.6, 0.6, 2.0], [-0.2, -0.8, -1.4], [1.6, 0.6, 0.2], [-0.3, 0.8, -1.6], [-0.1, -1.7, 1.3], [-2.2, -1.0, -2.7], [1.4, 0.8, 1.4], [-0.5, 0.1, -0.7], [0.0, -0.2, 0.5], [-0.4, -0.1, 0.0], [0.1, 0.4, -0.4], [0.4, -0.6, 0.2], [-1.9, 0.3, -0.1], [0.5, 0.2, 0.3], [0.9, 0.3, -0.1], [0.1, -0.3, -0.2], [-0.4, 0.4, 0.1], [0.0, -0.4, -0.3], [-0.3, -0.3, 0.2], [0.2, 0.0, 0.3], [0.5, 0.2, -0.3], [-0.6, -0.2, -0.4], [0.8, 1.4, 0.5], [-0.5, 0.3, -0.7], [-0.1, 0.2, -0.8], [-0.1, -0.3, 0.8], [0.0, -0.2, 0.1], [0.2, -0.2, 0.0], [-0.1, 0.0, 0.3], [0.0, -0.5, -0.2], [0.1, 0.0, 0.4], [0.5, -0.2, 0.3], [0.0, -0.3, 0.2], [-0.1, -0.1, -0.4], [-0.1, -0.1, 0.1], [0.0, 0.4, -0.1], [-0.3, -0.2, -0.9], [-0.6, -1.0, 0.5], [-0.5, -0.2, -1.2], [0.2, 1.0, -1.4], [0.5, 0.8, 1.3], [0.4, 0.4, 0.1], [0.4, 0.4, 0.6], [-0.5, 0.5, 0.6], [0.6, -0.7, 0.5], [0.2, 0.2, 0.0], [-0.5, -0.5, 0.3], [0.5, 0.1, 0.1], [0.0, -0.1, -0.5], [-0.2, -0.9, -0.2], [-0.2, 0.2, 0.4]],
  "smiles": "O=C1C=C(O)C(=O)C=C1O.ClC(Cl)Cl.ClC(Cl)Cl.CCOCC.CCOCC",
  "e_tot_ha": -3837.72378,
  "largest_force_ev_per_a": 3.60
}

What is the formula in the first record? C16H26BrF2N2O4PS